Record 1
C23H50BrN2O6P2 | the ωB97M-V functional and the def2-TZVPD basis

```
84
Properties=species:S:1:pos:R:3
C -6.27 -0.43 3.12
C -5.45 0.84 3.37
C -4.58 0.82 4.63
Br -4.29 2.72 5.08
C -3.19 0.08 4.53
P -2.53 -0.27 6.28
N -1.16 0.37 6.53
O -2.53 -1.85 6.58
O -3.62 0.33 7.26
O -2.24 1.08 4.09
C -1.23 0.48 3.44
O -0.34 1.05 2.85
O -1.43 -0.87 3.53
C -2.90 -0.97 3.47
O -3.23 -0.57 2.19
C -3.11 -2.46 3.71
N -4.47 -2.82 4.14
H -6.40 -0.95 4.05
H -7.24 -0.18 2.71
H -5.75 -1.06 2.41
H -4.88 1.15 2.50
H -6.16 1.64 3.54
H -5.17 0.46 5.46
H -0.45 -0.31 6.77
H -3.39 -2.27 6.48
H -3.20 1.08 7.68
H -3.17 -1.33 1.61
H -2.38 -2.83 4.40
H -2.91 -2.98 2.78
H -4.78 -3.62 3.61
H -4.48 -3.15 5.10
C 0.19 -1.71 0.56
C -0.02 -0.31 -0.01
C -0.42 -0.33 -1.49
C 0.73 -0.65 -2.46
P 1.86 0.68 -2.87
C 0.85 2.10 -3.37
C -0.27 1.92 -4.40
C 0.12 1.77 -5.87
C 1.10 2.82 -6.38
C 2.83 0.22 -4.31
C 3.75 -1.01 -4.31
C 5.11 -0.88 -3.62
C 5.86 0.41 -3.91
C 2.80 1.39 -1.51
C 3.94 0.69 -0.75
C 3.67 -0.73 -0.21
C 3.42 -0.76 1.30
H 0.94 -2.28 0.02
H 0.50 -1.65 1.60
H -0.74 -2.28 0.53
H 0.89 0.28 0.14
H -0.80 0.19 0.55
H -0.86 0.64 -1.75
H -1.20 -1.07 -1.63
H 0.29 -0.95 -3.42
H 1.28 -1.54 -2.13
H 1.54 2.90 -3.67
H 0.40 2.46 -2.44
H -0.91 2.80 -4.31
H -0.90 1.07 -4.11
H -0.80 1.84 -6.46
H 0.51 0.77 -6.07
H 0.68 3.82 -6.29
H 1.32 2.65 -7.43
H 2.05 2.80 -5.85
H 3.35 1.11 -4.68
H 2.07 0.01 -5.07
H 3.93 -1.26 -5.36
H 3.21 -1.87 -3.89
H 5.73 -1.72 -3.94
H 4.99 -1.01 -2.55
H 6.10 0.50 -4.97
H 6.79 0.45 -3.35
H 5.28 1.30 -3.63
H 2.07 1.76 -0.78
H 3.23 2.31 -1.93
H 4.21 1.34 0.09
H 4.83 0.68 -1.38
H 4.54 -1.36 -0.42
H 2.83 -1.20 -0.73
H 4.32 -0.46 1.83
H 3.16 -1.76 1.62
H 2.61 -0.08 1.59
```

Values from the calculation:
- LUMO level: -1.9 eV
- HOMO energy: -10.97 eV
- Orbital gap: 0.332 Eh
- DFT total energy: -128543.523 eV
- Total charge: +1

=====

Record 2
C4H7ClN2O | the ωB97M-V functional and the def2-TZVPD basis

```
15
Properties=species:S:1:pos:R:3
C 1.43 -1.37 0.75
C 0.42 -0.48 0.10
C 0.96 0.52 -0.86
N -0.79 -0.76 0.37
N -1.78 0.05 -0.09
Cl -3.30 -0.75 -0.27
C -1.76 1.38 0.15
O -0.78 1.94 0.59
H 0.94 -2.04 1.45
H 2.17 -0.77 1.28
H 1.94 -1.96 -0.01
H 1.96 0.24 -1.18
H 1.00 1.51 -0.40
H 0.30 0.60 -1.73
H -2.70 1.88 -0.13
```

Values from the calculation:
- LUMO level: 0.5 eV
- HOMO energy: -9.16 eV
- SMILES string: CC(C)=NN(Cl)C=O
- Energy above the lowest of the compared OMol25 structures with the same formula, charge and spin: 47.6 kcal per mole
- Orbital gap: 0.354 Eh
- DFT total energy: -21809.576 eV

=====

Record 3
C13H19O3Tc | the ωB97M-V functional and the def2-TZVPD basis

```
36
Properties=species:S:1:pos:R:3
Tc 0.10 -0.08 -0.05
C -1.69 -2.34 -1.80
O -0.41 -1.71 -1.65
C 0.36 -1.73 -2.85
C 1.74 -1.20 -2.52
O 1.67 0.01 -1.76
C 1.67 1.26 -2.46
C 0.27 1.74 -2.74
O -0.48 1.62 -1.53
C -1.78 2.23 -1.61
H -1.55 -3.39 -2.08
H -2.18 -2.28 -0.83
H -2.27 -1.83 -2.56
H 0.45 -2.76 -3.22
H -0.15 -1.14 -3.61
H 2.27 -1.91 -1.87
H 2.33 -1.05 -3.42
H 2.18 1.96 -1.79
H 2.25 1.17 -3.38
H 0.30 2.79 -3.05
H -0.23 1.17 -3.53
H -1.67 3.29 -1.82
H -2.37 1.75 -2.39
H -2.25 2.09 -0.64
C -0.03 -0.01 1.63
C 0.05 0.01 3.08
C 0.83 0.97 3.72
C 0.91 0.98 5.10
C 0.20 0.05 5.84
C -0.58 -0.91 5.21
C -0.66 -0.93 3.82
H 1.38 1.70 3.13
H 1.51 1.73 5.60
H 0.26 0.06 6.92
H -1.13 -1.64 5.79
H -1.27 -1.67 3.32
```

Values from the calculation:
- <S²>: 1.23
- LUMO level (spin up / spin down): -3.7 / -3.6 eV
- HOMO energy (spin up / spin down): -11.23 / -10.95 eV
- Orbital gap (spin up / spin down): 0.277 / 0.269 Eh
- DFT total energy: -22119.479 eV
- Total charge: +1
- Spin multiplicity: 2

=====

Record 4
C21H31F5P2PdS | the ωB97M-V functional and the def2-TZVPD basis

```
61
Properties=species:S:1:pos:R:3
P 1.42 1.12 1.57
P -1.94 -0.98 -0.49
C 0.76 0.37 -0.15
C -0.62 0.32 -0.84
H 1.38 -0.50 -0.49
H 1.18 1.30 -0.57
H -1.13 1.27 -0.72
H -0.42 0.22 -1.91
C -1.72 -2.50 -1.49
H -2.45 -3.27 -1.18
H -0.71 -2.91 -1.29
H -1.83 -2.21 -2.55
C -3.42 -0.12 -1.03
H -3.87 -0.66 -1.87
H -3.13 0.88 -1.36
H -4.12 -0.02 -0.19
C 3.13 0.62 1.77
H 3.49 0.71 2.80
H 3.79 1.25 1.14
H 3.27 -0.44 1.50
C 1.46 2.86 1.15
H 0.62 3.11 0.50
H 2.41 3.08 0.63
H 1.41 3.52 2.04
Pd -0.05 -1.12 0.91
C 0.55 -0.35 -3.66
C 0.88 -1.53 -3.09
C 2.23 -2.16 -3.30
C 3.44 -1.30 -2.83
C 3.09 -0.21 -1.85
C 2.72 1.04 -2.19
C 2.39 1.48 -3.59
C 1.46 0.55 -4.44
C 0.27 0.96 2.90
H -0.51 -0.08 -3.82
H 0.11 -2.28 -2.93
H 2.38 -2.43 -4.35
H 2.25 -3.09 -2.71
H 4.15 -2.00 -2.34
H 3.98 -0.93 -3.73
H 3.45 -0.43 -0.83
H 3.04 1.89 -1.54
H 3.31 1.64 -4.17
H 1.88 2.45 -3.51
H 0.82 1.24 -5.03
H 2.08 0.02 -5.19
H -0.74 1.25 2.56
H 0.66 1.64 3.67
H 0.19 -0.07 3.26
F -5.01 0.99 6.62
C -4.35 0.35 5.63
C -4.54 0.73 4.30
F -5.43 1.69 4.00
C -3.81 0.12 3.27
F -3.99 0.55 1.99
C -2.89 -0.92 3.52
S -2.15 -1.82 2.23
C -2.65 -1.22 4.89
F -1.69 -2.12 5.20
C -3.38 -0.61 5.92
F -3.14 -0.93 7.21
```

Values from the calculation:
- <S²>: 2.01
- LUMO level (spin up / spin down): -0.1 / -0.9 eV
- HOMO energy (spin up / spin down): -2.90 / -7.50 eV
- Energy above the lowest of the compared OMol25 structures with the same formula, charge and spin: 19.0 kcal per mole
- Orbital gap (spin up / spin down): 0.103 / 0.243 Eh
- DFT total energy: -68749.655 eV
- Spin multiplicity: 3

=====

Record 5
C6H15NOS | the ωB97M-V functional and the def2-TZVPD basis

```
24
Properties=species:S:1:pos:R:3
C -1.58 -2.09 -1.25
C -0.98 -1.52 0.03
S 0.61 -0.76 -0.34
N 1.58 -1.76 0.23
O 0.95 -0.65 -2.02
C 0.42 1.01 0.35
C 0.16 0.77 1.89
C 1.72 1.73 0.17
C -0.79 1.47 -0.49
H -2.42 -2.81 -1.13
H -1.96 -1.22 -1.80
H -0.87 -2.54 -1.88
H -0.79 -2.09 0.95
H -1.79 -0.67 0.33
H 2.50 -1.57 -0.28
H -0.49 1.64 2.33
H -0.48 -0.10 1.89
H 1.05 0.69 2.41
H 2.51 1.14 0.80
H 1.68 2.69 0.68
H 1.96 1.74 -0.87
H -0.49 2.51 -0.74
H -0.76 0.88 -1.48
H -1.73 1.50 0.22
```

Values from the calculation:
- LUMO level: 0.7 eV
- HOMO energy: -9.02 eV
- SMILES string: CC[S@@](=N)(=O)C(C)(C)C
- Energy above the lowest of the compared OMol25 structures with the same formula, charge and spin: 99.3 kcal per mole
- Orbital gap: 0.356 Eh
- DFT total energy: -20834.051 eV